[1]
Below is a gas-phase ion, C2HN6 (charge -1), with properties calculated with ωB97M-V with the def2-TZVPD basis set.

Structure (XYZ):
```
9
C2HN6 (ωB97M-V with the def2-TZVPD basis set)
N -0.3894 -2.2472 2.3312
C -0.4014 -1.3623 1.5896
N -0.2846 -0.4963 0.6771
C 0.2899 0.6554 0.7558
N 0.6681 1.3556 -0.2648
N 0.6889 0.7880 -1.4839
N -0.1865 0.3017 -2.1901
N -0.6755 -0.1924 -3.1053
H 0.2906 1.1975 1.6903
```

Its HOMO energy is -0.1412 hartree. Its SMILES is N#C/N=C/N=N\N=[N-]. The calculation puts the LUMO energy at 4.41 eV. The total charge is -1. The HOMO-LUMO gap is 8.2 eV.

Here is what Löwdin gives for the atomic charges, in e:
1. N 0.029
2. C -0.514
3. N 0.017
4. C -0.358
5. N -0.074
6. N -0.050
7. N -0.233
8. N 0.088
9. H 0.094

[2]
Below is a molecular structure, C27H58NP3Pb, with properties calculated with ωB97M-V with the def2-TZVPD basis set.

Structure (XYZ):
```
90
C27H58NP3Pb (ωB97M-V with the def2-TZVPD basis set)
P -2.4267 3.8544 2.0743
P -3.6936 0.9532 -0.0742
C -3.8789 3.4540 1.1050
C -4.3490 2.0290 1.2711
H -3.6807 3.7185 -0.2359
H -4.6755 4.1594 1.3652
H -4.1144 1.5997 2.2514
H -5.4508 2.0130 1.1805
C -5.2877 0.9097 -0.9918
H -5.1828 0.2669 -1.8741
H -5.5796 1.9232 -1.3040
H -6.0612 0.5340 -0.3105
C -3.4307 -0.6939 0.5752
H -4.3946 -1.2297 0.5625
H -3.0932 -0.6643 1.6269
H -2.7180 -1.2462 -0.0560
C -2.6601 5.6466 2.4251
H -1.7324 6.0775 2.8188
H -3.4393 5.7409 3.1981
H -2.9732 6.2195 1.5404
C -2.4087 3.2058 3.7437
H -2.9757 2.2740 3.8317
H -2.8796 3.9607 4.3881
H -1.3748 3.0620 4.0821
Pb -0.4409 -1.1687 1.7434
C -2.7837 2.0335 -1.3590
C -3.4029 3.4366 -1.4310
C -2.5616 4.4792 -2.1140
C -1.1954 4.8690 -1.4301
C -1.2016 4.8858 -0.0008
C -0.9895 3.7678 0.9119
C -0.9048 2.2807 0.3803
C -1.2780 1.9446 -1.0561
C 1.0283 0.2818 2.5705
H -2.9668 1.4985 -2.3057
H -4.3586 3.3709 -1.9934
H -3.1452 5.4070 -2.1976
H -2.3420 4.1221 -3.1385
H -0.4101 4.2180 -1.8143
H -0.9868 5.8873 -1.7949
H -1.2452 5.8787 0.4485
H -0.1022 3.8931 1.6074
H -1.5172 1.6144 1.0294
H 0.1170 1.9125 0.5680
H -0.6876 2.5093 -1.7931
H -0.9949 0.8783 -1.1867
H 1.5276 -0.1730 3.4381
H 0.5194 1.2227 2.8277
H 1.7670 0.4314 1.7627
C 0.6557 -4.4739 -1.6848
C 1.7525 -4.5105 -0.6132
C 1.1568 -5.0723 0.6846
C 2.8960 -5.4164 -1.1020
P 2.3522 -2.7629 -0.2766
N 1.2229 -1.9476 0.5329
C 3.9608 -2.8228 0.7013
C 5.1586 -3.2234 -0.1831
C 4.2708 -1.4564 1.3408
C 3.8517 -3.8435 1.8471
C 2.6230 -1.8547 -1.8941
C 1.2627 -1.4152 -2.4660
C 3.4565 -0.5809 -1.6579
C 3.3435 -2.7180 -2.9419
H 0.2150 -5.4788 -1.7436
H 1.0314 -4.2359 -2.6866
H -0.1454 -3.7767 -1.4157
H 0.5301 -5.9354 0.4266
H 1.9200 -5.4119 1.3896
H 0.5309 -4.3198 1.1773
H 3.3961 -5.0254 -1.9957
H 3.6393 -5.6055 -0.3221
H 2.4711 -6.3904 -1.3829
H 5.3896 -2.4771 -0.9503
H 6.0436 -3.3035 0.4677
H 5.0250 -4.2026 -0.6545
H 3.4158 -1.1086 1.9337
H 5.1407 -1.5983 2.0049
H 4.5435 -0.6919 0.6042
H 2.9494 -3.6704 2.4479
H 3.8815 -4.8845 1.4979
H 4.7247 -3.6970 2.5012
H 0.6671 -0.9214 -1.6892
H 1.4605 -0.7041 -3.2805
H 0.6835 -2.2452 -2.8850
H 4.5082 -0.7857 -1.4089
H 3.4497 -0.0205 -2.6067
H 3.0011 0.0553 -0.8836
H 4.3124 -3.0919 -2.5930
H 2.7249 -3.5501 -3.2946
H 3.5431 -2.0732 -3.8114
```

Its HOMO energy (spin up / spin down) is -0.4243 / -0.4243 hartree. The calculation puts the LUMO energy (spin up / spin down) at -6.40 / -7.51 eV. The total charge is +2. The HOMO-LUMO gap (spin up / spin down) is 5.1 / 4.0 eV.

Here is what Löwdin gives for the atomic charges, in e:
1. P 0.961
2. P 1.014
3. C -0.281
4. C -0.292
5. H 0.069
6. H 0.118
7. H 0.081
8. H 0.109
9. C -0.172
10. H 0.079
11. H 0.064
12. H 0.073
13. C -0.261
14. H 0.087
15. H -0.035
16. H 0.025
17. C -0.172
18. H 0.084
19. H 0.073
20. H 0.069
21. C -0.138
22. H 0.057
23. H 0.076
24. H 0.081
25. Pb 1.077
26. C -0.310
27. C -0.172
28. C -0.130
29. C -0.180
30. C -0.102
31. C -0.327
32. C -0.185
33. C -0.186
34. C -0.411
35. H 0.142
36. H 0.130
37. H 0.131
38. H 0.144
39. H 0.109
40. H 0.137
41. H 0.107
42. H 0.158
43. H 0.054
44. H 0.108
45. H 0.118
46. H 0.114
47. H -0.011
48. H -0.060
49. H -0.031
50. C -0.094
51. C -0.610
52. C -0.094
53. C -0.077
54. P 0.881
55. N -0.446
56. C -0.602
57. C -0.079
58. C -0.085
59. C -0.088
60. C -0.606
61. C -0.107
62. C -0.091
63. C -0.078
64. H 0.093
65. H 0.062
66. H 0.075
67. H 0.091
68. H 0.065
69. H 0.041
70. H 0.064
71. H 0.063
72. H 0.100
73. H 0.063
74. H 0.101
75. H 0.064
76. H 0.052
77. H 0.095
78. H 0.062
79. H 0.084
80. H 0.068
81. H 0.094
82. H 0.032
83. H 0.087
84. H 0.062
85. H 0.067
86. H 0.089
87. H 0.077
88. H 0.068
89. H 0.066
90. H 0.098

[3]
Below is 4 unconnected molecules or ions with the total composition H8O4, with properties calculated with ωB97M-V with the def2-TZVPD basis set.

Structure (XYZ):
```
12
H8O4 (ωB97M-V with the def2-TZVPD basis set)
O 0.0856 1.0044 2.2538
H -0.3274 1.7714 1.9247
H 0.8876 1.3754 2.6298
O 0.0316 -1.0336 -0.1043
H -0.6184 -1.5036 -0.3923
H -0.1264 -0.8696 0.9368
O -2.5884 -0.2076 -2.1923
H -1.7764 0.0694 -1.8132
H -3.3494 -0.1276 -1.6463
O 2.8076 -0.4066 -0.3122
H 1.9076 -0.3156 -0.2853
H 3.0666 0.2434 -0.9992
```

Its HOMO energy is -0.4032 hartree. Its SMILES is O.O.O.O. The calculation puts the LUMO energy at 0.42 eV. The total charge is 0. The HOMO-LUMO gap is 11.4 eV.

Here is what Löwdin gives for the atomic charges, in e:
1. O -0.025
2. H 0.017
3. H 0.051
4. O -0.021
5. H -0.081
6. H 0.127
7. O -0.026
8. H 0.000
9. H 0.020
10. O -0.039
11. H -0.078
12. H 0.056